This record from the Open Molecules 2025 dataset describes C21H35BFIN2O5P2SSb as an isolated structure. The level of theory is ωB97M-V/def2-TZVPD.

```
70
Properties=species:S:1:pos:R:3:forces:R:3:nbo_charge:R:1
C 1.108 -2.980 -3.795 -0.18 -0.14 0.11 -0.415
C 1.315 -1.678 -3.980 0.56 -0.04 -0.60 -0.566
Sb 2.974 -0.507 -3.119 -0.53 0.22 -0.84 1.092
C 1.737 1.252 -2.617 0.00 0.37 0.03 -0.780
C 0.369 1.351 -3.244 -0.16 0.03 0.34 0.054
F 0.434 1.460 -4.632 0.02 -0.13 -0.12 -0.383
C 2.734 -1.425 -1.122 0.13 0.12 0.12 -0.778
C 1.432 -1.979 -0.611 0.18 0.04 0.87 -0.082
O 0.311 -1.133 -0.977 -0.01 -0.21 -0.69 -0.562
C -0.885 -1.780 -0.969 -0.10 0.20 0.38 0.824
O -1.208 -2.488 -0.049 0.11 -0.15 -0.03 -0.598
C -1.776 -1.476 -2.144 -0.22 0.06 -0.28 -0.528
C -2.744 -2.615 -2.476 -0.14 0.21 -0.01 -0.606
P 4.987 0.845 -1.968 0.02 0.11 -0.03 0.284
S 5.780 2.113 -3.247 -0.03 -0.09 -0.09 -0.568
B 3.547 0.444 -5.166 1.08 0.45 -0.10 0.947
O 3.212 1.740 -5.412 -0.80 -0.31 0.23 -0.932
O 4.145 -0.383 -6.081 -0.63 -0.30 0.18 -0.960
P 4.713 -2.573 -3.586 0.22 -0.52 0.26 0.533
O 4.184 -3.236 -4.994 0.00 0.03 0.05 -1.001
I 6.849 -1.599 -4.156 -0.02 0.09 -0.03 -0.063
H 0.104 -3.396 -3.712 -0.01 -0.19 -1.00 0.180
H 1.915 -3.703 -3.715 0.06 0.16 0.99 0.196
H 0.599 -1.123 -4.590 -0.58 0.28 0.95 0.207
H 2.337 2.108 -2.940 0.04 -0.06 -0.06 0.250
H 1.604 1.353 -1.536 0.07 -0.28 0.02 0.210
H -0.152 2.244 -2.884 0.03 0.07 -0.09 0.157
H -0.258 0.490 -3.011 0.15 0.05 -0.05 0.160
H 3.062 -0.611 -0.465 0.01 0.04 -0.09 0.193
H 3.489 -2.210 -1.039 0.00 0.00 -0.04 0.244
H 1.491 -2.008 0.486 -0.16 -0.07 0.00 0.164
H 1.243 -3.009 -0.908 -0.08 0.10 -0.36 0.205
H -2.345 -0.572 -1.903 0.08 0.00 0.15 0.232
H -1.177 -1.220 -3.015 0.09 -0.08 0.13 0.242
H -2.308 -3.299 -3.202 0.06 -0.11 0.14 0.215
H -3.648 -2.211 -2.931 0.01 -0.01 -0.03 0.215
H -3.035 -3.158 -1.580 0.05 -0.05 -0.02 0.230
H 5.911 -0.003 -1.315 0.05 0.12 0.16 -0.019
H 4.443 1.535 -0.853 0.09 -0.11 0.20 -0.053
H 2.618 1.867 -6.162 0.28 0.19 -0.19 0.502
H 3.600 -0.683 -6.817 0.22 0.05 -0.17 0.509
H 4.462 -4.160 -5.028 -0.01 0.01 -0.16 0.498
C -6.948 1.482 6.338 0.06 0.01 -0.01 -0.407
N -5.603 1.490 5.746 -0.04 0.02 0.01 -0.291
C -4.524 1.351 6.557 0.04 0.01 0.00 0.062
C -3.257 1.321 6.051 0.00 0.31 0.02 -0.212
C -3.048 1.427 4.662 0.06 -0.04 -0.01 0.004
C -4.186 1.587 3.849 -0.05 -0.31 0.01 -0.231
C -5.432 1.617 4.410 0.03 -0.05 -0.04 0.084
C -1.717 1.350 4.083 -0.05 0.05 0.00 -0.029
C -1.436 0.453 3.038 -0.05 0.26 -0.19 -0.218
C -0.187 0.423 2.484 0.04 -0.14 -0.26 0.079
N 0.796 1.247 2.913 0.07 -0.03 -0.03 -0.290
C 0.558 2.112 3.933 -0.03 0.01 0.02 0.068
C -0.668 2.179 4.529 0.08 -0.23 0.18 -0.223
C 2.118 1.230 2.270 -0.06 0.01 0.04 -0.412
H -7.021 2.271 7.083 -0.02 0.00 0.00 0.232
H -7.131 0.515 6.803 -0.03 0.01 0.01 0.233
H -7.681 1.652 5.556 -0.01 0.00 0.01 0.232
H -4.730 1.255 7.613 -0.02 -0.02 -0.01 0.238
H -2.427 1.192 6.731 0.00 -0.01 -0.01 0.249
H -4.093 1.695 2.778 0.00 0.01 0.00 0.251
H -6.327 1.740 3.819 -0.01 0.02 0.02 0.236
H -2.185 -0.229 2.661 0.02 -0.02 0.01 0.253
H 0.072 -0.252 1.677 -0.04 -0.02 0.01 0.251
H 1.384 2.743 4.228 0.00 0.01 -0.03 0.237
H -0.820 2.893 5.326 -0.01 0.01 -0.01 0.246
H 2.881 1.024 3.017 0.02 0.00 -0.02 0.231
H 2.306 2.195 1.802 0.03 -0.01 -0.01 0.235
H 2.131 0.452 1.511 0.01 0.01 -0.01 0.240
```
Forces are in eV/Å.

Results
* E_HOMO: -0.2597 Ha
* net charge: +1



This record from the Open Molecules 2025 dataset describes C21H35FIrP2 as an isolated structure. The level of theory is ωB97M-V/def2-TZVPD.

```
60
Properties=species:S:1:pos:R:3:forces:R:3:nbo_charge:R:1
P -0.367 -1.568 -5.353 0.62 -0.75 -3.46 1.235
P 0.173 1.833 -5.322 -0.28 0.61 -2.48 0.974
C -0.513 -0.465 -6.884 -0.33 0.56 0.61 -0.716
C 0.399 0.759 -6.866 0.17 0.05 0.40 -0.725
H -1.578 -0.194 -6.976 0.36 0.04 -0.05 0.246
H -0.263 -1.124 -7.726 -0.06 -0.03 0.21 0.268
H 1.465 0.491 -6.954 -0.40 -0.02 0.01 0.241
H 0.150 1.422 -7.706 0.12 -0.19 0.08 0.265
C -1.321 2.726 -5.910 -0.13 0.02 0.22 -0.962
H -1.561 3.503 -5.174 -0.18 -0.12 -0.25 0.253
H -2.176 2.052 -6.044 0.11 0.25 0.09 0.239
H -1.070 3.191 -6.872 -0.23 -0.03 0.27 0.245
C 1.341 3.218 -5.642 0.21 -0.12 0.16 -0.953
H 1.002 3.762 -6.535 0.23 -0.13 0.23 0.250
H 2.372 2.868 -5.788 -0.27 0.16 0.12 0.253
H 1.289 3.893 -4.777 0.16 -0.09 -0.27 0.252
C -1.341 -3.020 -5.922 -0.52 0.09 0.63 -0.970
H -1.250 -3.810 -5.163 -0.18 0.11 -0.29 0.262
H -0.903 -3.376 -6.866 -0.14 0.16 0.31 0.262
H -2.397 -2.763 -6.080 0.26 -0.16 0.13 0.262
C 1.264 -2.297 -5.761 0.44 0.09 0.70 -0.982
H 2.076 -1.561 -5.778 -0.22 -0.27 0.08 0.251
H 1.170 -2.751 -6.756 0.01 0.09 0.26 0.261
H 1.476 -3.080 -5.024 0.21 0.08 -0.21 0.258
Ir 0.062 -0.028 -0.895 -1.63 1.43 0.91 1.221
C 0.658 1.878 -2.223 0.00 0.25 0.99 -0.296
C -0.724 1.596 -2.206 -0.40 1.23 0.41 -0.386
C -1.718 0.849 -3.062 -0.86 -0.23 -0.27 -0.462
C -1.778 -0.689 -2.956 -0.65 0.20 -0.13 -0.438
C -0.560 -1.420 -2.461 -0.23 -0.70 0.26 -0.409
C 0.841 -1.184 -2.599 0.52 -0.26 0.68 -0.381
C 1.580 -0.177 -3.428 0.75 0.45 -0.93 -0.495
C 1.868 1.193 -2.758 0.46 -1.04 -0.95 -0.458
C 0.479 -1.464 0.360 1.13 -1.71 1.53 -0.830
H 0.929 2.754 -1.616 -0.23 -0.25 -0.28 0.236
H -1.265 2.301 -1.549 0.43 -0.11 -0.59 0.241
H -1.654 1.160 -4.119 0.12 -0.24 0.54 0.244
H -2.714 1.200 -2.735 0.42 -0.09 -0.15 0.250
H -2.598 -0.943 -2.261 0.29 -0.01 -0.36 0.250
H -2.095 -1.082 -3.943 -0.27 0.09 0.23 0.206
H -0.798 -2.409 -2.044 0.06 0.34 -0.23 0.256
H 1.462 -2.037 -2.281 -0.39 0.34 -0.12 0.253
H 0.996 0.022 -4.355 0.74 -0.08 0.96 0.217
H 2.538 -0.621 -3.770 -0.44 0.28 0.36 0.246
H 2.586 1.025 -1.925 -0.23 0.24 -0.64 0.240
H 2.362 1.848 -3.496 0.13 -0.11 0.18 0.233
H 1.400 -1.214 0.913 -0.13 -0.39 0.07 0.247
H 0.580 -2.444 -0.127 0.18 0.26 0.22 0.218
H -0.344 -1.492 1.095 0.23 0.00 -0.15 0.234
F -0.517 3.527 4.087 0.15 -1.30 -2.40 -0.255
C -0.419 2.824 2.910 -0.05 1.29 2.52 0.549
C 0.837 2.689 2.329 1.40 -0.66 -1.44 -0.237
C 0.942 1.908 1.172 0.62 1.57 1.93 -0.203
C -0.186 1.258 0.669 0.23 -1.44 -1.87 -0.057
C -1.448 1.473 1.222 -1.03 1.27 1.99 -0.208
C -1.571 2.259 2.377 -1.18 -1.17 -1.40 -0.232
H 1.714 3.169 2.759 -0.30 -0.05 0.04 0.276
H 1.896 1.779 0.664 -0.05 0.09 0.28 0.240
H -2.314 1.016 0.753 -0.02 0.11 0.27 0.244
H -2.538 2.418 2.849 0.25 0.02 0.01 0.275
```
Forces are in eV/Å.

Results
* <S²>: 8.78
* multiplicity: 6
* E_HOMO (alpha / beta): -0.4089 / -0.5145 Ha
* energy relative to the best compared isomer or geometry (same formula, charge and spin): 137.4 kJ/mol
* net charge: +2



This record from the Open Molecules 2025 dataset describes C21H35FP2Pt as an isolated structure. The level of theory is ωB97M-V/def2-TZVPD.

```
60
Properties=species:S:1:pos:R:3:forces:R:3:nbo_charge:R:1
P 0.968 -2.170 -0.932 0.86 -1.01 -1.74 0.980
P 1.458 0.928 -0.969 -0.13 2.00 -1.92 1.005
C 0.776 -1.329 -2.561 0.20 -0.22 -0.02 -0.739
C 1.672 -0.076 -2.543 0.76 0.58 -0.55 -0.727
H -0.293 -1.110 -2.750 0.46 0.05 0.18 0.238
H 1.095 -2.087 -3.297 -0.07 0.55 -0.15 0.230
H 2.727 -0.357 -2.541 0.04 -0.27 -0.27 0.231
H 1.494 0.606 -3.386 0.14 -0.61 -0.05 0.222
C 0.439 2.185 -1.976 -0.24 0.01 0.22 -0.906
H 0.210 3.133 -1.484 -0.18 -0.30 0.27 0.234
H -0.461 1.784 -2.449 0.06 0.00 0.23 0.233
H 1.138 2.435 -2.791 -0.17 -0.07 0.34 0.213
C 2.617 2.283 -0.506 0.71 -0.05 -1.06 -0.950
H 2.737 2.884 -1.418 0.45 0.19 0.46 0.215
H 3.576 1.904 -0.143 -0.14 0.15 -0.07 0.239
H 2.155 2.913 0.278 0.00 -0.57 -0.34 0.261
C -0.234 -3.503 -1.116 -0.59 -0.46 0.21 -0.941
H -0.079 -4.247 -0.326 -0.13 0.16 -0.13 0.245
H -0.007 -3.983 -2.088 -0.17 0.15 0.39 0.229
H -1.282 -3.180 -1.097 0.33 -0.04 -0.03 0.244
C 2.473 -3.226 -1.030 -0.24 0.11 -0.84 -0.938
H 3.318 -2.727 -0.529 -0.41 -0.54 -0.34 0.252
H 2.665 -3.357 -2.097 0.34 -0.53 0.03 0.216
H 2.162 -4.159 -0.539 0.64 0.12 -0.16 0.236
Pt 1.793 -0.691 0.453 -2.34 -0.85 4.72 0.286
C -2.632 2.475 -0.466 -0.98 0.55 -1.43 -0.188
C -3.251 2.071 -1.606 0.41 0.83 0.54 -0.194
C -4.152 0.906 -1.866 0.41 -1.11 -0.49 -0.434
C -4.269 -0.238 -0.809 -1.41 -0.04 -0.59 -0.463
C -3.062 -1.077 -0.735 -2.76 -1.04 -2.39 -0.163
C -2.183 -0.851 0.262 3.58 0.59 2.55 -0.157
C -1.367 0.384 0.225 1.02 0.39 0.23 -0.504
C -2.140 1.649 0.667 -0.49 0.06 0.38 -0.467
C 2.366 -2.120 1.948 0.33 -0.21 0.17 -0.948
H -2.557 3.563 -0.311 0.90 -0.38 -0.63 0.207
H -3.128 2.681 -2.527 -0.70 0.33 0.95 0.199
H -3.812 0.468 -2.829 -0.37 -0.11 0.36 0.203
H -5.178 1.279 -2.068 0.55 0.09 0.16 0.224
H -4.529 0.170 0.191 0.07 -0.16 -0.59 0.212
H -5.115 -0.883 -1.159 0.33 0.57 0.33 0.216
H -2.934 -1.864 -1.469 0.11 0.15 -0.42 0.179
H -1.838 -1.563 1.007 -0.56 -0.17 0.18 0.196
H -0.916 0.626 -0.793 -0.90 -0.64 1.22 0.210
H -0.537 0.213 0.944 -0.65 0.52 -0.82 0.269
H -3.026 1.391 1.265 0.51 -0.11 0.46 0.226
H -1.452 2.277 1.260 -0.42 -0.29 -0.01 0.227
H 2.934 -1.527 2.686 -0.11 -0.74 -0.25 0.210
H 3.016 -2.916 1.546 -0.31 0.15 0.25 0.185
H 1.501 -2.574 2.502 0.67 0.35 -0.63 0.202
F 0.830 2.219 5.695 0.31 -0.14 -0.41 -0.350
C 1.139 1.539 4.538 -0.24 0.07 0.81 0.354
C 2.379 1.775 3.938 -0.16 -0.12 -0.03 -0.285
C 2.645 1.115 2.727 -0.99 0.39 0.93 -0.262
C 1.639 0.285 2.243 1.36 0.13 -1.07 -0.245
C 0.486 -0.080 2.948 0.40 0.64 -0.03 -0.275
C 0.186 0.602 4.114 0.49 0.00 -0.15 -0.271
H 3.122 2.441 4.391 -0.51 -0.16 0.00 0.226
H 3.596 1.238 2.182 -0.65 0.06 0.43 0.213
H -0.146 -0.887 2.548 0.17 0.56 0.41 0.212
H -0.735 0.358 4.647 0.43 0.44 0.18 0.228
```
Forces are in eV/Å.

Results
* <S²>: 2.00
* multiplicity: 3
* E_HOMO (alpha / beta): -0.2436 / -0.2613 Ha
* energy relative to the best compared isomer or geometry (same formula, charge and spin): 0.0 kJ/mol



This record from the Open Molecules 2025 dataset describes a 2-piece molecular cluster, C21H35N3O8S overall. The level of theory is ωB97M-V/def2-TZVPD.

```
68
Properties=species:S:1:pos:R:3:forces:R:3:nbo_charge:R:1
C 0.387 -3.309 -0.384 0.32 0.72 0.78 -0.629
C 0.996 -1.942 -1.036 -1.07 -2.32 0.14 -0.229
N 0.245 -0.803 -0.432 1.30 1.21 -1.49 -0.536
C 1.148 0.217 0.205 0.17 0.10 -0.01 -0.217
C 1.054 -0.010 1.785 0.39 0.68 -0.17 -0.442
C 1.734 1.190 2.651 1.39 -1.59 -1.30 0.015
C 1.403 2.649 2.108 -0.51 0.30 0.65 -0.433
C -0.121 3.098 2.128 -0.30 1.72 -0.41 -0.232
N -1.048 2.282 1.294 0.37 0.06 0.91 -0.870
C 3.344 0.998 2.392 -0.06 0.64 1.25 -0.454
C 4.092 0.231 3.570 2.40 0.86 -1.23 0.330
O 5.437 -0.043 3.078 -1.46 -0.24 1.21 -0.708
O 3.516 -1.064 3.887 -2.11 2.23 1.17 -0.656
S 2.167 -0.674 4.848 -1.08 -3.53 3.84 2.215
O 1.203 -1.801 4.672 2.27 2.99 -0.56 -0.884
O 2.552 -0.491 6.301 -0.34 0.26 -4.46 -0.889
C 1.534 0.970 4.221 -0.89 1.40 -0.08 -0.483
C 0.060 1.121 4.767 -3.87 0.70 1.83 0.008
C -1.149 0.238 4.467 0.64 2.36 1.35 -0.255
C -2.489 0.584 5.058 0.27 -0.52 -0.49 0.024
N -2.888 1.618 5.934 5.62 -1.01 -2.14 -0.391
C -1.730 2.376 6.217 0.70 0.52 0.10 0.022
C -0.315 2.255 5.721 -1.42 -2.36 -1.26 -0.273
C -0.639 -0.143 -1.407 -3.33 -0.21 0.42 0.724
C -0.152 0.694 -2.671 -0.40 -0.13 -0.04 -0.754
O -1.874 -0.235 -1.217 3.85 0.35 -0.80 -0.536
H 1.223 -4.042 -0.110 -1.27 0.81 -0.75 0.209
H -0.073 -2.978 0.611 0.55 -0.57 -1.42 0.227
H -0.436 -3.769 -1.016 1.19 0.46 0.75 0.214
H 2.106 -1.964 -0.796 -1.34 0.58 -0.43 0.203
H 0.803 -2.024 -2.161 0.61 0.37 1.37 0.197
H 0.795 1.236 -0.152 0.42 -1.13 0.89 0.206
H 2.225 0.101 -0.192 -1.51 0.14 0.66 0.183
H 1.667 -0.960 2.005 -1.24 1.24 -0.17 0.226
H -0.047 -0.128 2.033 1.55 0.06 -0.37 0.258
H 1.795 2.764 1.034 -0.47 -0.37 1.61 0.225
H 1.988 3.413 2.745 -0.81 -1.09 -0.89 0.215
H -0.569 3.224 3.180 0.97 -0.51 -1.53 0.214
H -0.150 4.167 1.685 0.38 -1.33 0.88 0.180
H -1.939 2.215 1.795 0.37 0.00 -0.77 0.381
H -1.160 2.655 0.347 -0.20 -0.12 0.74 0.366
H 3.569 0.441 1.430 -0.29 0.81 1.19 0.243
H 3.778 2.064 2.382 -0.29 -1.75 -0.19 0.228
H 4.251 0.857 4.519 -0.74 -0.89 -1.16 0.174
H 5.873 -0.531 3.812 -0.23 0.43 -0.72 0.480
H 2.168 1.766 4.760 -0.88 -1.35 -0.61 0.269
H -1.032 -0.672 3.799 -0.37 1.34 1.13 0.260
H -3.351 -0.110 4.751 1.46 1.09 0.50 0.209
H -1.917 3.233 6.958 0.34 -1.36 -1.25 0.204
H 0.474 3.002 6.053 -1.28 -1.07 -0.37 0.233
H -0.837 0.389 -3.543 1.13 0.39 1.32 0.257
H 0.937 0.547 -2.954 -1.35 0.18 0.47 0.226
H -0.374 1.801 -2.484 0.43 -1.56 -0.14 0.243
C -4.747 -1.648 -6.155 -0.05 0.09 -0.30 -0.640
C -3.419 -2.111 -5.588 -0.49 0.28 0.37 -0.071
O -2.600 -2.703 -6.606 0.42 0.11 -0.21 -0.495
C -2.003 -1.841 -7.441 -0.24 -0.13 0.00 0.982
O -2.086 -0.638 -7.401 0.13 -0.35 0.02 -0.647
O -1.311 -2.549 -8.348 -0.13 0.14 0.33 -0.495
C -0.704 -1.751 -9.362 0.24 0.15 -0.36 -0.257
H -5.249 -2.469 -6.675 0.02 -0.02 0.18 0.211
H -5.399 -1.280 -5.360 0.07 -0.07 -0.01 0.220
H -4.611 -0.847 -6.884 0.06 0.01 0.14 0.225
H -3.596 -2.884 -4.838 0.23 -0.12 -0.24 0.194
H -2.886 -1.295 -5.091 0.02 -0.04 -0.23 0.192
H -0.086 -0.962 -8.929 -0.20 -0.02 0.00 0.196
H -1.473 -1.325 -10.009 0.09 0.11 0.13 0.189
H -0.065 -2.400 -9.961 -0.17 -0.14 0.22 0.196
```
Forces are in eV/Å.

Results
* SMILES: CCN(CC[C@]1(CCN)C[C@H](O)OS(=O)(=O)[C@@H]1c1ccncc1)C(C)=O.CCOC(=O)OC
* E_HOMO: -0.3380 Ha